Record 1
One molecule with the formula C21H31BrN4O2. Source: the Open Molecules 2025 dataset; level of theory: the ωB97M-V functional and the def2-TZVPD basis.

Structure (XYZ):
```
59
Properties=species:S:1:pos:R:3:forces:R:3
C -1.79181 -1.32926 -7.29576 -0.004 -0.003 -0.008
C -0.88532 -1.56729 -6.10020 0.010 0.002 0.005
N -1.53139 -2.33678 -5.05190 0.006 -0.013 -0.005
C -1.84788 -3.71023 -5.42474 -0.001 0.008 0.001
C -2.11909 -4.37080 -4.08446 0.005 -0.006 0.001
C -1.01872 -3.77633 -3.20033 -0.007 -0.007 -0.015
C -0.74360 -2.38850 -3.80741 -0.024 -0.041 0.014
C -1.21624 -1.23473 -2.93234 0.011 0.062 -0.036
N -0.44611 -0.96809 -1.72623 0.059 0.028 -0.016
C -0.74985 0.25829 -1.00814 -0.042 -0.049 0.011
C 0.08018 0.14638 0.27557 -0.006 0.037 0.039
C 0.50714 1.50756 0.79712 -0.007 -0.014 -0.031
O 1.09409 2.30104 0.09047 0.001 0.004 0.008
N 0.19876 1.73998 2.10678 -0.001 0.011 0.031
C 0.45260 2.93060 2.83234 0.001 0.012 -0.036
C 0.36865 4.18123 2.24802 0.000 -0.005 -0.006
C 0.55156 5.32799 3.00782 0.000 0.024 0.003
C 0.80040 5.18952 4.35839 0.001 0.006 0.003
Br 1.02972 6.73844 5.42814 -0.001 -0.010 -0.006
C 0.90380 3.94813 4.96321 -0.001 0.033 0.015
C 0.74975 2.79465 4.19905 -0.004 -0.053 0.032
N 0.81511 1.50690 4.73593 0.015 0.041 -0.023
C 1.29520 1.27811 6.09737 -0.018 -0.004 -0.003
C 2.78857 1.55595 6.25199 0.015 0.001 0.008
C 0.95991 -0.15481 6.48215 0.000 -0.013 0.004
C 1.26829 -0.70431 -0.17172 0.001 -0.003 -0.033
C 0.73209 -1.53149 -1.33143 -0.006 -0.013 0.043
O 1.27992 -2.50522 -1.80438 0.016 0.005 -0.007
H -1.30008 -0.68020 -8.02118 0.001 -0.002 0.000
H -2.04019 -2.26184 -7.80333 -0.002 0.001 0.000
H -2.72162 -0.85494 -6.97935 -0.001 -0.002 0.002
H 0.04415 -2.06624 -6.42862 -0.006 0.004 0.000
H -0.58942 -0.60318 -5.67934 0.006 -0.002 0.003
H -2.70055 -3.74496 -6.10314 -0.003 0.000 0.002
H -0.99382 -4.19875 -5.92770 -0.001 0.004 0.004
H -3.10860 -4.07646 -3.72935 -0.001 0.002 -0.001
H -2.08624 -5.45868 -4.13396 0.004 0.002 0.008
H -1.30360 -3.71004 -2.15017 0.000 0.004 0.004
H -0.11333 -4.37927 -3.24166 0.000 -0.002 -0.008
H 0.32448 -2.27843 -4.01932 -0.013 0.000 0.005
H -1.21850 -0.31870 -3.53503 -0.006 -0.008 -0.002
H -2.25768 -1.42531 -2.65067 0.004 0.003 -0.001
H -0.44656 1.13646 -1.58755 0.002 0.009 0.015
H -1.82079 0.32761 -0.80583 -0.002 -0.001 -0.003
H -0.49762 -0.39485 1.02874 0.002 -0.008 -0.006
H -0.32507 1.03190 2.59757 0.001 -0.009 -0.014
H 0.16290 4.25620 1.19095 -0.001 -0.001 0.003
H 0.48951 6.30628 2.55459 0.000 -0.002 -0.001
H 1.11880 3.89158 6.01928 -0.001 -0.007 -0.006
H 1.22317 0.85075 4.08165 -0.004 -0.023 0.014
H 0.72828 1.94508 6.75091 0.002 0.003 -0.005
H 3.09602 1.45394 7.29377 -0.005 -0.002 0.000
H 3.36423 0.83947 5.66053 -0.003 0.002 -0.005
H 3.05090 2.55864 5.91588 0.003 -0.002 -0.002
H 1.29110 -0.36790 7.49844 0.001 0.001 -0.001
H -0.11282 -0.33377 6.41779 0.001 0.001 0.000
H 1.46689 -0.85741 5.81469 0.004 0.002 0.003
H 2.06473 -0.06772 -0.56454 0.007 0.001 0.003
H 1.68561 -1.34618 0.60062 -0.008 -0.010 -0.005
```
Forces are in eV/Å.

The lowest unoccupied orbital energy is 0.4 eV. Its energy relative to the best compared isomer or geometry (same formula, charge and spin) is 3.6 kcal per mole. The SMILES is CCN1CCC[C@@H]1CN1C[C@H](C(=O)Nc2ccc(Br)cc2NC(C)C)CC1=O. As for the net charge: 0.


Record 2
C21H31CdF5OP2 as an isolated structure at a distorted geometry. Source: the Open Molecules 2025 dataset; level of theory: the ωB97M-V functional and the def2-TZVPD basis.

Structure (XYZ):
```
61
Properties=species:S:1:pos:R:3:forces:R:3
P -2.39422 4.96682 -1.33000 0.472 1.775 -2.968
P 0.26016 4.18282 -3.57954 3.128 0.271 0.107
C -1.24943 6.14564 -2.12964 -0.163 0.552 0.364
C -0.81378 5.73968 -3.53246 -0.418 0.202 -0.935
H -0.38571 6.30918 -1.46661 -0.185 -0.159 -0.201
H -1.80550 7.09306 -2.18849 0.113 0.010 0.241
H -1.68148 5.57356 -4.19293 -0.003 0.185 0.217
H -0.23907 6.55870 -3.98676 -0.306 -0.053 0.272
C 1.81003 5.33185 -3.86354 0.027 0.029 0.006
H 2.73360 4.74079 -3.91610 -0.110 0.270 -0.009
H 1.89227 6.05885 -3.04339 0.114 -0.012 -0.207
H 1.69126 5.88281 -4.80419 0.145 0.003 0.149
C 0.35538 3.72571 -5.39876 -0.842 0.571 -1.065
H 0.52809 4.63377 -5.98989 -0.050 -0.230 -0.139
H -0.56596 3.26093 -5.77530 0.215 0.007 -0.134
H 1.19151 3.03602 -5.57955 -0.187 0.257 0.242
C -2.41592 5.29853 0.42837 -0.142 -0.313 0.759
H -2.83901 4.45017 0.98372 0.113 0.270 -0.075
H -3.05186 6.17801 0.60424 0.111 -0.243 -0.206
H -1.41227 5.52418 0.81569 -0.349 -0.203 -0.261
C -4.02247 5.38928 -2.00327 -0.248 0.195 0.398
H -4.04532 5.23140 -3.09082 0.184 -0.009 0.356
H -4.23738 6.44469 -1.78581 -0.052 -0.288 -0.079
H -4.78758 4.75667 -1.53317 0.108 0.169 -0.160
Cd -0.09340 -0.19793 0.88008 0.076 -0.694 0.118
C 1.37693 2.81077 -2.84258 0.247 -0.503 -2.765
C 0.99473 3.84608 -1.86713 -2.460 1.439 1.832
C 0.17186 3.42746 -0.65616 0.736 -0.022 0.314
C -1.17240 2.72102 -0.91047 0.138 -0.319 0.441
C -2.01923 3.38028 -2.04312 0.347 -2.442 1.711
C -1.29526 3.13345 -3.37723 0.240 0.359 0.098
C -0.80898 1.69007 -3.52775 -0.296 -0.427 0.232
C 0.65942 1.50058 -3.03285 0.310 -0.303 0.321
C -1.83835 0.11654 2.04452 0.004 0.335 -0.100
H 2.40558 2.84312 -3.21398 -0.225 -0.342 0.363
H 1.75521 4.59009 -1.59804 -0.122 -0.611 0.070
H 0.01880 4.31187 -0.02137 -0.018 -0.105 -0.060
H 0.80426 2.75948 -0.04513 -0.196 -0.194 0.280
H -0.98817 1.67344 -1.15227 -0.101 0.106 -0.181
H -1.73442 2.68010 0.03566 0.028 0.077 -0.157
H -2.98251 2.84903 -2.10330 -0.027 0.044 0.301
H -1.96892 3.40685 -4.20208 0.195 -0.077 0.209
H -0.85718 1.40027 -4.58652 -0.044 0.222 0.283
H -1.47305 0.99835 -3.00030 -0.110 -0.178 -0.103
H 0.72230 0.87483 -2.12683 -0.301 -0.240 -0.127
H 1.19230 0.92879 -3.80973 -0.054 0.168 0.339
H -2.49909 -0.75044 1.90253 0.234 0.299 0.044
H -2.35032 1.03192 1.71776 0.087 -0.329 0.207
H -1.55513 0.19859 3.10306 -0.119 -0.016 -0.371
F 4.37438 -5.49057 1.47877 -0.191 0.293 -0.111
C 3.62607 -4.44270 1.08480 -0.053 0.034 0.097
C 3.68665 -3.99753 -0.23994 0.271 -0.378 0.173
F 4.50386 -4.62064 -1.11763 -0.489 0.349 0.528
C 2.91816 -2.92361 -0.63769 -0.339 0.418 -0.005
F 2.97265 -2.48263 -1.91233 0.050 -0.290 0.606
C 2.05893 -2.24634 0.26336 0.340 -0.526 0.498
O 1.37765 -1.21926 -0.15921 -0.564 0.777 -0.038
C 2.01545 -2.73624 1.59305 0.024 0.184 -0.494
F 1.19256 -2.13768 2.50980 0.278 -0.036 -0.555
C 2.78919 -3.80218 2.00275 0.440 -0.506 -0.059
F 2.74744 -4.22728 3.28286 -0.011 0.178 -0.610
```
Forces are in eV/Å.

The lowest unoccupied orbital energy is -0.3 eV. Its energy relative to the best compared isomer or geometry (same formula, charge and spin) is 65.1 kcal per mole. As for the net charge: 0.


Record 3
C21H31ClN2O3Sc as an isolated structure at a distorted geometry. Source: the Open Molecules 2025 dataset; level of theory: the ωB97M-V functional and the def2-TZVPD basis.

Structure (XYZ):
```
59
Properties=species:S:1:pos:R:3:forces:R:3
Sc 0.50454 0.63013 1.10951 -0.962 -1.260 -2.510
Cl -0.82055 -0.32747 2.78518 -0.612 -0.445 0.808
N 1.68644 -1.13607 0.40630 -0.258 2.193 1.597
N -1.01897 1.81239 -0.02347 1.834 -0.144 1.839
C 1.60712 -2.23095 -0.34981 -1.408 0.789 -1.971
C -2.01978 1.70433 -0.90229 0.877 -1.779 -1.468
C 2.73990 -1.44445 1.42767 -0.029 0.399 -0.679
C 2.61651 -2.96161 1.52297 -0.694 -0.430 -0.867
C 2.54228 -0.78676 2.78462 -0.007 -0.114 0.180
C 4.08975 -0.97382 0.87712 0.278 -0.157 0.013
H 1.57769 -1.07330 3.21605 0.252 0.077 0.031
H 2.60629 0.31187 2.70529 0.053 -0.474 0.140
H 3.35138 -1.13854 3.44004 -0.187 0.170 0.033
H 4.32068 -1.43437 -0.09354 -0.119 0.060 0.199
H 4.87846 -1.23847 1.59602 0.094 0.090 -0.196
H 4.07290 0.12002 0.75209 -0.009 -0.430 0.068
C -1.33591 3.04354 0.77412 0.471 -0.174 -0.631
C -2.85833 3.07056 0.67624 -0.373 -0.790 -0.787
C -0.65443 4.23676 0.09534 -0.138 0.287 -0.046
C -0.87871 3.01687 2.22464 -0.117 0.054 0.176
H -1.32719 2.17053 2.75482 0.102 0.242 0.007
H -1.21291 3.95482 2.69147 0.141 -0.211 0.071
H 0.22201 2.96348 2.29358 -0.517 0.133 0.067
H -0.96105 4.34132 -0.95488 0.022 -0.087 0.227
H 0.43823 4.10336 0.13039 -0.437 0.039 0.006
H -0.91861 5.15538 0.63922 0.122 0.044 -0.195
O -3.15054 2.30310 -0.53919 -2.151 2.034 1.282
H -3.30296 4.06292 0.56073 0.079 -0.064 0.062
H -3.32536 2.52721 1.51057 0.136 0.222 -0.066
O 2.01870 -3.34877 0.23903 1.594 -2.186 1.891
H 1.90371 -3.26114 2.30491 0.233 0.109 -0.046
H 3.56019 -3.50421 1.63002 -0.071 0.101 0.033
C 1.25590 -2.32444 -1.79797 0.598 -0.007 0.050
C -1.97887 1.13488 -2.28085 0.051 0.594 -0.107
C -1.82121 -0.36155 -2.29227 -0.451 -0.524 -1.188
H -1.09307 1.58531 -2.75702 -0.064 -0.128 -0.348
H -2.88340 1.44603 -2.82581 0.151 0.076 0.168
C -0.62865 -0.94176 -2.74219 0.012 0.331 1.611
C -0.20727 -2.08536 -2.05621 -0.348 -0.638 -1.162
H 0.00295 -0.44692 -3.47987 0.361 0.426 0.801
C -1.18925 -2.99001 -1.63048 -0.305 0.458 0.262
C -2.51580 -2.55104 -1.60499 0.106 0.010 -0.163
C -0.84791 -4.39434 -1.23033 0.130 -0.201 0.429
C -2.84570 -1.22037 -1.87014 0.369 -0.186 0.339
H -3.29751 -3.24164 -1.28412 0.100 0.087 -0.149
C -4.26075 -0.74373 -1.72308 -0.255 0.146 0.390
H -4.91731 -1.59761 -1.52068 0.067 0.137 -0.028
H -4.62654 -0.24886 -2.63344 0.118 -0.049 0.167
H -4.36807 -0.03071 -0.89367 0.016 -0.077 -0.206
H -0.27759 -4.91780 -2.01057 -0.066 0.140 0.141
H -1.76829 -4.95948 -1.05241 0.112 0.028 -0.016
H -0.24806 -4.42377 -0.31029 -0.061 -0.011 -0.210
H 1.57531 -3.30415 -2.18276 0.073 0.128 0.132
H 1.83669 -1.52942 -2.29037 -0.076 -0.092 -0.351
C 2.86611 2.72518 0.81931 -0.578 -0.457 0.386
O 1.85440 1.88138 1.34605 1.845 1.602 -0.330
H 3.33216 3.30361 1.63560 -0.046 -0.093 -0.257
H 2.45289 3.42873 0.07689 0.090 -0.133 0.209
H 3.64737 2.13915 0.30691 -0.151 0.138 0.162
```
Forces are in eV/Å.

The lowest unoccupied orbital energy (alpha / beta) is 2.8 / 2.8 eV. As for the net charge: -1.


Record 4
C21H31ClO10P4V as an isolated structure at a distorted geometry. Source: the Open Molecules 2025 dataset; level of theory: the ωB97M-V functional and the def2-TZVPD basis.

Structure (XYZ):
```
68
Properties=species:S:1:pos:R:3:forces:R:3
V 0.10077 -0.45149 0.63545 -0.259 0.608 0.083
C 2.37236 1.10095 -1.75189 -0.104 -0.129 -0.050
P 1.07990 -0.20781 -1.51598 0.464 0.556 -0.936
C 2.15741 -1.69918 -1.74115 -0.124 0.170 -0.136
C 0.31918 -0.10509 -3.21047 -0.513 0.048 -0.053
C 0.61644 -1.05157 -4.19459 0.025 -0.088 0.102
C -0.00797 -1.04744 -5.43069 0.007 -0.017 -0.064
C -0.96568 -0.09031 -5.71701 -0.052 0.012 -0.065
C -1.26807 0.86551 -4.76247 0.027 0.053 0.074
C -0.64147 0.88795 -3.51659 0.246 -0.333 -0.005
P -0.99547 2.22824 -2.29347 -0.050 0.187 -0.005
C -0.92915 3.66494 -3.47548 -0.045 -0.105 0.057
C -2.83056 2.08332 -2.14597 0.172 -0.166 -0.039
H 2.88468 0.96712 -2.70868 0.030 0.024 0.019
H 3.07900 1.01645 -0.92780 0.004 0.010 0.032
H 1.89538 2.08173 -1.71628 0.017 -0.027 0.030
H 2.92493 -1.53052 -2.50086 0.011 -0.041 -0.031
H 1.53887 -2.55577 -2.00911 -0.022 -0.017 0.102
H 2.64290 -1.89967 -0.79135 0.036 0.003 0.099
H 1.33356 -1.83374 -3.98958 -0.020 0.032 -0.002
H 0.24400 -1.80280 -6.16696 0.006 -0.017 0.030
H -1.47759 -0.09196 -6.67347 0.006 0.016 0.015
H -2.01520 1.61670 -4.99395 -0.007 -0.022 0.013
H -1.64764 3.58242 -4.29731 0.050 0.062 0.030
H 0.08082 3.73591 -3.88508 -0.026 0.016 -0.008
H -1.13041 4.57542 -2.90819 -0.004 -0.016 0.011
H -3.30567 1.85669 -3.10385 -0.011 0.032 -0.012
H -3.21807 3.02607 -1.75835 0.008 0.008 0.033
H -3.06879 1.29970 -1.42435 -0.025 -0.005 -0.018
O 4.26759 -1.43006 1.69719 -0.182 0.098 0.236
P 2.74865 -1.02553 2.16542 0.935 -0.274 0.211
O 2.82579 -0.50215 3.54258 -0.016 0.037 -0.047
O 2.16377 -0.22878 1.02354 -0.274 -0.500 0.025
O 2.08064 -2.51446 2.10442 -0.443 0.344 0.085
P 0.44707 -2.63662 2.10409 0.480 -0.872 1.017
O 0.24565 -3.74647 3.27354 0.052 -0.069 -0.392
O 0.08227 -3.23942 0.78506 0.586 0.096 1.012
O -0.16638 -1.36003 2.56749 -0.085 -0.176 0.191
H 4.77161 -1.43558 2.52334 -0.038 0.007 -0.232
H 0.54750 -4.59076 2.90942 -0.132 0.110 0.148
C -3.07906 -3.87459 -0.56711 -0.097 0.057 -0.015
C -2.39909 -2.65876 -1.20337 0.369 0.141 0.027
C -2.96427 -2.40357 -2.59243 -0.050 0.110 -0.005
O -1.01290 -2.89676 -1.34472 -0.874 0.173 -0.979
C -2.72926 -1.41572 -0.30721 -0.129 0.061 0.087
O -3.92819 -1.17872 -0.14859 -0.005 0.127 -0.011
O -1.77816 -0.72517 0.20082 -0.246 -0.610 -0.610
H -2.98547 -4.73892 -1.23181 0.054 0.020 0.029
H -4.13275 -3.65355 -0.39464 0.014 -0.047 0.008
H -2.60729 -4.10766 0.38961 0.001 -0.017 -0.001
H -2.88283 -3.30697 -3.20391 0.051 0.011 0.022
H -2.41032 -1.59874 -3.08355 -0.003 -0.023 0.019
H -4.00978 -2.11397 -2.49902 -0.043 0.011 -0.082
H -0.68185 -3.12751 -0.45379 0.307 0.098 -0.091
Cl -2.88214 2.86102 1.17158 -0.050 0.018 0.092
C -1.29998 3.50392 0.79426 0.261 -0.013 0.047
C -1.24043 4.75568 0.20376 0.027 -0.016 -0.024
C -0.01619 5.32339 -0.12288 -0.025 0.031 -0.023
C 1.14341 4.59739 0.15509 0.007 -0.059 -0.014
C 1.07387 3.35577 0.75104 -0.051 0.036 0.046
C -0.15138 2.73905 1.11507 -0.069 0.055 -0.039
C -0.16916 1.44348 1.73812 -0.087 0.182 -0.155
H -2.16390 5.28643 0.00002 -0.015 -0.026 0.021
H 0.03207 6.30606 -0.57795 -0.012 -0.023 -0.019
H 2.11206 5.01638 -0.10184 -0.001 -0.029 0.021
H 1.97926 2.79258 0.95657 -0.019 0.041 -0.006
H -1.09429 1.20280 2.25588 -0.034 0.017 0.042
H 0.69929 1.28136 2.37588 -0.009 0.014 0.048
```
Forces are in eV/Å.

As for the spin multiplicity: 2. The lowest unoccupied orbital energy (alpha / beta) is 4.6 / 4.6 eV. Its energy relative to the best compared isomer or geometry (same formula, charge and spin) is 13.2 kcal per mole. As for the net charge: -2.